Molecular formula: C20H25F6N4
Method: DFT, ωB97M-V/def2-TZVPD

Values from the calculation:
HOMO level (eV): -10.70
Charge: +1
M (g/mol): 435.44
HOMO-LUMO gap (eV): 5.66
Relative energy (zero: lowest compared OMol25 entry of this formula, charge and spin) (kcal/mol): 0.0
E_tot (eV): -43403.2962
LUMO (eV): -5.0

Each line ends with the natural charge from an NBO analysis.
Atoms and positions in Å:
F: 7.592 1.358 -0.756  -0.30
F: 5.417 1.153 -1.116  -0.33
F: -5.309 3.518 0.167  -0.33
F: 6.218 3.012 -0.224  -0.33
F: -4.860 2.621 2.147  -0.34
F: -6.942 3.157 1.615  -0.31
N: 4.793 1.469 1.563  -0.39
N: -4.995 0.913 -0.506  -0.43
N: 0.945 -3.222 -1.842  -0.67
N: -0.202 -4.078 -1.931  -0.50
C: -0.373 -4.467 -3.327  -0.42
C: -2.844 0.972 0.628  -0.27
C: 4.718 2.679 2.344  -0.41
C: 1.343 0.737 0.614  -0.09
C: -1.627 0.388 0.918  -0.12
C: -1.219 -0.841 0.318  -0.20
C: -5.777 2.638 1.115  0.97
C: 1.284 -0.691 0.684  -0.22
C: 0.081 -1.414 0.489  0.09
C: 6.122 1.078 1.126  -0.29
C: -3.774 0.323 -0.222  0.27
C: 3.703 -0.666 1.148  -0.29
C: -5.960 1.260 0.541  -0.30
C: 6.365 1.644 -0.243  0.97
C: -5.581 0.818 -1.822  -0.40
C: 2.529 -1.359 0.940  -0.02
C: 3.680 0.753 1.243  0.31
C: 2.464 1.437 0.998  -0.27
C: -3.414 -0.935 -0.768  -0.28
C: -2.202 -1.520 -0.466  -0.07
H: -1.958 -2.508 -0.865  0.24
H: -1.276 -5.076 -3.378  0.21
H: 0.486 1.301 0.259  0.24
H: -4.909 0.279 -2.494  0.22
H: 6.839 1.528 1.817  0.24
H: -5.760 1.825 -2.225  0.22
H: -3.089 1.963 1.009  0.25
H: 0.486 -5.042 -3.703  0.19
H: 0.135 -2.502 0.562  0.22
H: 1.237 -3.178 -0.868  0.33
H: 4.504 3.567 1.724  0.22
H: 3.931 2.596 3.110  0.22
H: -0.493 -3.567 -3.941  0.19
H: -0.001 -4.905 -1.368  0.35
H: 2.554 -2.448 0.948  0.22
H: -6.953 1.252 0.079  0.24
H: -0.957 0.891 1.615  0.23
H: 0.632 -2.297 -2.137  0.35
H: -4.143 -1.434 -1.407  0.23
H: 2.453 2.530 1.052  0.24
H: -5.901 0.550 1.379  0.24
H: 5.682 2.823 2.846  0.22
H: -6.545 0.302 -1.762  0.20
H: 6.216 -0.007 1.064  0.24
H: 4.652 -1.179 1.307  0.23

Force components x, y, z for each atom (eV/Å):
F -1.3 0.2 0.7
F 1.0 0.5 0.7
F -0.5 -0.8 1.1
F 0.3 -1.3 -0.1
F -1.0 0.3 -0.9
F 1.3 -0.7 -0.5
N 0.2 -0.8 0.1
N -0.2 0.0 0.6
N 0.7 0.1 -0.1
N -0.6 -0.1 0.3
C 0.2 -0.4 0.2
C -0.2 -0.2 0.0
C -0.5 1.0 0.1
C 0.3 0.4 0.4
C 0.2 0.1 -0.4
C -0.8 0.1 0.2
C 0.3 1.7 0.4
C -0.2 -0.2 -0.2
C 0.4 0.7 0.6
C -0.3 -0.2 0.4
C 0.5 -0.1 0.1
C -0.4 -0.2 -0.2
C 0.5 -0.2 -0.2
C -0.1 0.8 -1.7
C -0.2 -0.1 -0.4
C 0.4 0.2 -0.1
C 0.1 0.0 0.1
C -0.5 0.0 0.0
C -0.1 0.3 0.1
C 0.4 -0.1 0.0
H 0.0 0.2 0.0
H 0.0 0.1 -0.2
H 0.2 -0.2 0.1
H -0.2 0.2 0.0
H 0.1 -0.4 -0.1
H 0.1 -0.2 0.0
H 0.1 -0.4 0.1
H -0.2 0.2 0.0
H -0.1 0.3 -0.3
H -0.1 0.1 -0.5
H 0.2 -0.2 0.2
H 0.3 0.0 -0.3
H -0.1 -0.2 0.1
H 0.0 0.2 -0.3
H 0.0 0.2 0.1
H 0.2 -0.2 0.3
H -0.3 -0.2 -0.1
H 0.1 -0.1 0.3
H 0.3 -0.1 0.2
H 0.0 -0.5 -0.2
H -0.2 0.1 -0.2
H -0.4 0.1 -0.1
H 0.1 -0.1 -0.3
H 0.3 0.2 0.1
H -0.5 -0.1 0.0